DFT (the ωB97M-V functional and the def2-TZVPD basis) results for a 5-piece molecular cluster, C24H41F3N9O overall at a distorted geometry.

Properties
* HOMO level: -12.41 eV
* gap between HOMO and LUMO: 9.2 eV
* calculated total energy: -1806.268906 hartree
* max |F|: 3.215 eV/Å

ORCA input file:
```
! RIJCOSX wB97M-V def2-TZVPD def2/J DEFGRID3
* xyz 1 1
N -1.04520 2.74140 3.74454
N -1.01525 2.12191 2.49979
C -2.07473 2.51117 1.54125
C -3.06243 1.37658 1.22298
C -4.22631 1.93674 0.39396
F -4.77221 0.94604 -0.32635
F -5.18066 2.46576 1.15077
F -3.81351 2.84312 -0.50863
C -0.12055 1.23519 2.08075
N -0.13188 0.64688 0.87938
C 0.91920 -0.15782 0.79306
N 1.54964 -0.09099 1.94060
N 0.94223 0.76401 2.76605
C 1.50171 1.01665 4.07462
C 0.62379 0.23636 5.14579
C 0.82543 -1.38031 5.11123
O -0.39461 -0.50443 4.59721
H -1.31722 2.09577 4.48015
H -0.19597 3.24652 3.95777
H -2.62549 3.35065 1.98040
H -1.57537 2.88427 0.63836
H -2.61378 0.60085 0.59262
H -3.50948 0.91791 2.11489
H 1.17470 -0.75931 -0.07013
H 2.39837 -0.61779 2.11104
H 2.51887 0.62806 4.16950
H 1.49072 2.06305 4.38093
H 0.49777 0.70127 6.13119
H 1.78019 -1.18357 4.50624
H 0.49471 -2.14587 4.38545
C -8.15374 1.96791 1.14134
C -8.67776 3.33074 0.70413
C -9.58935 3.98498 1.74561
C -10.83113 3.23775 1.94258
N -11.80440 2.65006 2.09965
H -8.96620 1.24953 1.26405
H -7.47020 1.56962 0.39216
H -7.61354 2.04059 2.08740
H -9.20685 3.22718 -0.24534
H -7.82733 3.99285 0.52336
H -9.83794 4.99698 1.41954
H -9.06357 4.08056 2.69788
C 4.99645 -1.44943 -1.93662
C 5.29134 -2.89295 -1.54471
C 4.04772 -3.78663 -1.56293
C 3.07124 -3.39942 -0.54710
N 2.30225 -3.09384 0.25017
H 4.32307 -0.96894 -1.22198
H 5.91918 -0.87039 -1.96129
H 4.53940 -1.39657 -2.92620
H 5.75330 -2.91246 -0.55473
H 6.02153 -3.30373 -2.24434
H 4.34628 -4.82165 -1.38285
H 3.58073 -3.76054 -2.54966
C 7.69461 -7.71567 -2.42010
C 6.30460 -7.53309 -3.01906
C 6.33160 -6.93189 -4.42731
C 6.84057 -5.56034 -4.43599
N 7.24670 -4.48602 -4.44482
H 8.19968 -6.75757 -2.28378
H 7.62452 -8.19497 -1.44325
H 8.31737 -8.34353 -3.05961
H 5.70344 -6.90649 -2.35502
H 5.81275 -8.50657 -3.06844
H 5.31937 -6.93149 -4.83723
H 6.93906 -7.55260 -5.08856
C -0.34736 5.57826 -2.23814
C -0.85445 4.68886 -3.36746
C -1.01841 3.22477 -2.94991
C 0.26094 2.59230 -2.62687
N 1.26517 2.09580 -2.37379
H 0.65494 5.28532 -1.91887
H -0.29918 6.61602 -2.56771
H -1.01236 5.53003 -1.37220
H -0.17532 4.76201 -4.21901
H -1.82396 5.06343 -3.70124
H -1.48610 2.66903 -3.76512
H -1.69136 3.15211 -2.09200
*
```

DFT (the ωB97M-V functional and the def2-TZVPD basis) results for C24H41F3O3P2PdS as an isolated structure at a distorted geometry.

Properties
* HOMO level (alpha / beta): -11.75 / -14.18 eV
* gap between HOMO and LUMO (alpha / beta): 6.2 / 4.6 eV
* <S²>: 6.01
* calculated total energy: -2672.356879 hartree
* max |F|: 3.906 eV/Å

ORCA input file:
```
! RIJCOSX wB97M-V def2-TZVPD def2/J DEFGRID3
* xyz 2 5
Pd -0.16641 -1.06262 -5.10344
C -0.82853 -2.11692 0.77224
C 0.46721 -2.41544 0.25001
C 0.67730 -0.70267 1.77687
C -0.69797 -1.02172 1.67958
C 1.39691 -1.54669 0.89054
C -2.12439 -2.72059 0.40245
H -2.04363 -3.30018 -0.52377
H -2.89820 -1.94969 0.26774
H -2.48042 -3.39343 1.20225
C -1.77223 -0.16519 2.22186
H -2.75823 -0.54640 1.95526
H -1.67505 0.86270 1.83300
H -1.70664 -0.09075 3.31623
C 1.22415 0.44305 2.53042
H 1.06648 0.32495 3.61028
H 0.72014 1.36972 2.22358
H 2.29616 0.56488 2.35419
C 2.84555 -1.43753 0.62828
H 3.46058 -1.86964 1.42851
H 3.12214 -0.37691 0.57128
H 3.10509 -1.93952 -0.30487
C 0.75446 -3.34921 -0.86048
H 1.03346 -4.35093 -0.49011
H 1.58687 -2.97002 -1.48056
H -0.12602 -3.45389 -1.51946
C -1.32486 0.54621 -5.70925
C -1.44786 -0.59877 -6.55844
C -0.63516 -0.73456 -7.82456
C 0.81161 -0.15864 -7.55693
C 1.29883 -0.22506 -6.09765
C 1.45979 0.96253 -5.14117
C 0.65945 2.20592 -5.55385
C -0.69896 1.84810 -6.18515
H -1.09797 -0.28303 -8.72446
H 0.89981 0.81467 -8.05813
H -0.58776 -1.82193 -8.01914
H -0.54483 1.87381 -7.27132
H -2.10940 0.64937 -4.94892
H -2.34188 -1.22331 -6.46686
H -1.40337 2.65969 -5.95520
H 0.47298 2.86089 -4.68122
H 2.56334 1.11505 -5.09988
H 1.28378 2.79486 -6.25558
H 1.45954 -0.87518 -8.07791
H 2.16493 -0.90620 -5.98926
P -1.52465 0.69965 -1.19165
C -2.91378 1.91684 -1.47941
C -2.36972 -0.65248 -2.16633
P 1.43258 1.17728 -3.09310
C -0.35238 1.40943 -2.54940
C 2.43533 -0.22616 -2.55718
C 2.19622 2.75231 -2.62414
H -3.27014 2.21458 -0.48274
H -3.71762 1.41809 -2.04447
H -2.53323 2.79974 -2.02132
H -1.71351 -1.53030 -2.16726
H -2.59068 -0.32238 -3.19426
H -3.34139 -0.87354 -1.67500
H 3.13541 2.93352 -3.16334
H 2.39490 2.76564 -1.54007
H 1.50285 3.57915 -2.83427
H -0.39467 2.47020 -2.23833
H -0.93613 1.25688 -3.46134
H 2.22468 -0.40837 -1.49297
H 3.53090 -0.06100 -2.70977
H 2.16449 -1.14181 -3.10250
F 0.33143 5.71981 1.45850
C 0.50558 4.38854 1.47226
F 1.77689 4.09942 1.09599
F 0.31638 3.92162 2.73769
S -0.68284 3.54309 0.35064
O -1.99099 3.74076 0.94205
O -0.44668 4.14269 -0.96172
O -0.16890 2.15097 0.43856
*
```

What did the second record say?
DFT (the ωB97M-V functional and the def2-TZVPD basis) results for C24H41F3O3P2PdS as an isolated structure at a distorted geometry.

Properties
* HOMO level (alpha / beta): -11.75 / -14.18 eV
* gap between HOMO and LUMO (alpha / beta): 6.2 / 4.6 eV
* <S²>: 6.01
* calculated total energy: -2672.356879 hartree
* max |F|: 3.906 eV/Å

ORCA input file:
```
! RIJCOSX wB97M-V def2-TZVPD def2/J DEFGRID3
* xyz 2 5
Pd -0.16641 -1.06262 -5.10344
C -0.82853 -2.11692 0.77224
C 0.46721 -2.41544 0.25001
C 0.67730 -0.70267 1.77687
C -0.69797 -1.02172 1.67958
C 1.39691 -1.54669 0.89054
C -2.12439 -2.72059 0.40245
H -2.04363 -3.30018 -0.52377
H -2.89820 -1.94969 0.26774
H -2.48042 -3.39343 1.20225
C -1.77223 -0.16519 2.22186
H -2.75823 -0.54640 1.95526
H -1.67505 0.86270 1.83300
H -1.70664 -0.09075 3.31623
C 1.22415 0.44305 2.53042
H 1.06648 0.32495 3.61028
H 0.72014 1.36972 2.22358
H 2.29616 0.56488 2.35419
C 2.84555 -1.43753 0.62828
H 3.46058 -1.86964 1.42851
H 3.12214 -0.37691 0.57128
H 3.10509 -1.93952 -0.30487
C 0.75446 -3.34921 -0.86048
H 1.03346 -4.35093 -0.49011
H 1.58687 -2.97002 -1.48056
H -0.12602 -3.45389 -1.51946
C -1.32486 0.54621 -5.70925
C -1.44786 -0.59877 -6.55844
C -0.63516 -0.73456 -7.82456
C 0.81161 -0.15864 -7.55693
C 1.29883 -0.22506 -6.09765
C 1.45979 0.96253 -5.14117
C 0.65945 2.20592 -5.55385
C -0.69896 1.84810 -6.18515
H -1.09797 -0.28303 -8.72446
H 0.89981 0.81467 -8.05813
H -0.58776 -1.82193 -8.01914
H -0.54483 1.87381 -7.27132
H -2.10940 0.64937 -4.94892
H -2.34188 -1.22331 -6.46686
H -1.40337 2.65969 -5.95520
H 0.47298 2.86089 -4.68122
H 2.56334 1.11505 -5.09988
H 1.28378 2.79486 -6.25558
H 1.45954 -0.87518 -8.07791
H 2.16493 -0.90620 -5.98926
P -1.52465 0.69965 -1.19165
C -2.91378 1.91684 -1.47941
C -2.36972 -0.65248 -2.16633
P 1.43258 1.17728 -3.09310
C -0.35238 1.40943 -2.54940
C 2.43533 -0.22616 -2.55718
C 2.19622 2.75231 -2.62414
H -3.27014 2.21458 -0.48274
H -3.71762 1.41809 -2.04447
H -2.53323 2.79974 -2.02132
H -1.71351 -1.53030 -2.16726
H -2.59068 -0.32238 -3.19426
H -3.34139 -0.87354 -1.67500
H 3.13541 2.93352 -3.16334
H 2.39490 2.76564 -1.54007
H 1.50285 3.57915 -2.83427
H -0.39467 2.47020 -2.23833
H -0.93613 1.25688 -3.46134
H 2.22468 -0.40837 -1.49297
H 3.53090 -0.06100 -2.70977
H 2.16449 -1.14181 -3.10250
F 0.33143 5.71981 1.45850
C 0.50558 4.38854 1.47226
F 1.77689 4.09942 1.09599
F 0.31638 3.92162 2.73769
S -0.68284 3.54309 0.35064
O -1.99099 3.74076 0.94205
O -0.44668 4.14269 -0.96172
O -0.16890 2.15097 0.43856
*
```